Record 1
Molecular formula: C10H22F3N2O10SZn
Method: DFT, ωB97M-V/def2-TZVPD

Each line ends with the Mulliken charge.
Geometry (Å):
Zn (-0.357, -21.451, 8.221)  0.58
S (3.023, -21.261, 8.382)  1.25
O (3.735, -22.302, 7.708)  -0.94
O (3.161, -20.271, 7.347)  -0.92
O (1.621, -21.635, 8.507)  -0.33
O (3.806, -21.017, 9.622)  -0.79
C (-1.452, -19.820, 10.722)  -0.07
O (-2.243, -19.529, 9.511)  0.02
O (-0.642, -20.912, 10.279)  -0.73
C (-0.710, -18.530, 11.339)  0.75
F (-1.392, -17.942, 12.406)  -0.31
F (0.623, -18.747, 11.644)  -0.25
F (-0.696, -17.607, 10.423)  -0.23
C (-3.437, -18.738, 9.738)  -0.45
C (-4.448, -18.661, 8.582)  -1.17
H (-3.909, -18.162, 7.777)  0.24
H (-4.784, -19.609, 8.161)  0.24
H (-5.375, -18.175, 8.886)  0.38
H (-3.165, -17.714, 9.992)  0.27
H (-4.040, -19.165, 10.539)  0.39
H (-2.220, -20.185, 11.405)  0.34
C (-1.132, -21.552, 5.589)  -0.62
C (-2.361, -22.045, 6.440)  -0.44
O (-2.244, -21.740, 7.807)  -0.31
O (0.170, -21.855, 6.202)  -0.21
H (-1.232, -20.498, 5.332)  0.23
H (-1.115, -22.076, 4.634)  0.55
H (-2.403, -23.131, 6.348)  0.33
H (-3.293, -21.741, 5.963)  0.45
H (-2.900, -22.143, 8.380)  0.27
H (0.856, -21.753, 5.538)  0.29
O (-0.277, -23.711, 8.287)  -0.52
C (0.513, -24.675, 8.044)  0.69
N (1.703, -24.621, 7.547)  -0.19
C (0.007, -26.182, 8.116)  -1.39
H (2.248, -25.471, 7.521)  0.22
H (2.210, -23.747, 7.572)  0.20
H (-1.082, -26.164, 8.088)  0.33
H (0.252, -26.749, 9.014)  0.32
H (0.251, -26.745, 7.215)  0.39
O (-0.418, -19.557, 7.442)  -0.18
C (-0.005, -18.537, 6.987)  0.56
N (1.206, -18.415, 6.541)  -0.20
C (-0.809, -17.342, 7.088)  -1.17
H (1.789, -19.237, 6.481)  0.15
H (1.625, -17.499, 6.465)  0.21
H (-1.440, -17.244, 6.205)  0.29
H (-0.233, -16.423, 7.195)  0.42
H (-1.558, -17.299, 7.879)  0.02

Forces on atoms 1 to 6 (eV/Å):
2.68 0.57 3.11
4.50 -0.01 0.91
0.96 -5.97 -1.21
-1.38 5.19 -1.51
-2.51 -0.50 1.32
-2.27 0.87 -0.23

Calculated values
gap between HOMO and LUMO: 5.09 eV
charge: -1
LUMO: 1.92 eV

Record 2
Molecular formula: C10H22IKN3OSe
Method: DFT, ωB97M-V/def2-TZVPD

Each line ends with the Mulliken charge.
Geometry (Å):
K (-0.155, 0.471, 0.120)  0.90
C (-3.129, -2.784, -2.617)  -1.75
C (-1.630, -2.936, -2.902)  1.53
C (-1.158, -4.338, -2.525)  -1.81
C (-1.365, -2.677, -4.383)  -1.76
N (-0.813, -1.950, -2.177)  0.19
N (-0.931, -1.933, -0.766)  -0.47
H (-3.702, -3.491, -3.220)  0.43
H (-3.466, -1.774, -2.856)  0.38
H (-3.365, -2.988, -1.571)  0.44
H (-1.672, -5.087, -3.130)  0.46
H (-1.362, -4.555, -1.475)  0.37
H (-0.084, -4.429, -2.692)  0.35
H (-1.933, -3.374, -5.001)  0.43
H (-0.304, -2.794, -4.604)  0.33
H (-1.662, -1.662, -4.654)  0.42
H (-1.066, -1.014, -2.489)  0.22
H (-0.342, -2.631, -0.326)  0.09
H (-1.886, -2.068, -0.440)  0.14
Se (-3.268, 3.569, -2.881)  -0.38
C (-2.136, 2.269, -2.365)  -0.11
N (-1.404, 1.423, -2.037)  -0.50
I (0.291, -2.332, 2.746)  -0.33
C (-0.131, -0.119, 2.941)  -0.95
H (0.653, 0.121, 3.673)  0.19
H (-1.048, -0.191, 3.545)  0.20
C (3.599, -1.847, -1.722)  -0.65
C (2.676, -1.337, -2.827)  0.06
C (2.292, 0.040, -2.301)  -0.35
O (2.330, -0.056, -0.870)  -0.46
C (2.904, -1.307, -0.480)  -0.23
H (4.596, -1.409, -1.820)  0.28
H (3.700, -2.931, -1.706)  0.35
H (1.781, -1.958, -2.887)  -0.26
H (3.150, -1.291, -3.807)  0.41
H (1.293, 0.356, -2.607)  0.16
H (3.008, 0.807, -2.616)  0.31
H (2.111, -1.982, -0.142)  0.07
H (3.576, -1.127, 0.359)  0.27

Forces on atoms 1 to 6 (eV/Å):
0.17 0.28 0.39
0.04 -0.02 -0.02
0.02 -0.03 0.00
-0.03 0.06 -0.01
-0.01 0.00 0.05
0.03 0.09 -0.04

Calculated values
gap between HOMO and LUMO: 6.40 eV
charge: -1
LUMO: 2.39 eV

Record 3
Molecular formula: C10H22N2O3Si
Method: DFT, ωB97M-V/def2-TZVPD

Each line ends with the Mulliken charge.
Geometry (Å):
N (-0.913, -1.944, 1.366)  -0.66
N (1.135, 1.284, -1.014)  -0.41
O (-0.446, -0.808, 0.746)  0.31
O (0.283, 0.380, -1.553)  -0.06
O (-0.579, -2.307, -1.573)  -0.44
C (-1.564, -1.770, 2.467)  0.56
C (1.620, 2.121, -1.895)  0.53
C (-1.884, -1.836, -1.974)  -0.75
C (-2.164, -2.979, 3.122)  -1.21
C (1.096, 2.019, -3.247)  -1.23
C (-2.855, 0.364, 2.288)  -0.92
C (2.848, 3.279, -0.084)  -1.04
C (-1.726, -0.414, 3.054)  -0.47
C (2.923, 2.824, -1.576)  -0.40
C (2.048, -1.658, -0.583)  -1.08
Si (0.273, -1.063, -0.728)  0.58
H (-2.079, -2.035, -3.044)  0.27
H (-2.545, -2.237, -1.199)  0.27
H (-2.001, -0.797, -1.876)  0.30
H (-2.488, -3.592, 2.304)  0.36
H (-3.018, -2.736, 3.739)  0.36
H (-1.329, -3.417, 3.640)  0.28
H (1.600, 1.240, -3.849)  0.26
H (1.112, 2.941, -3.881)  0.39
H (0.084, 1.718, -3.247)  0.36
H (-2.813, 1.406, 2.468)  0.36
H (-2.677, 0.271, 1.202)  0.18
H (-3.879, 0.026, 2.569)  0.29
H (1.908, 3.789, 0.134)  0.33
H (2.803, 2.344, 0.445)  0.21
H (3.783, 3.739, 0.328)  0.34
H (-1.891, -0.479, 4.183)  0.34
H (-0.809, 0.015, 2.875)  0.29
H (3.810, 2.082, -1.705)  0.23
H (3.239, 3.599, -2.251)  0.35
H (2.706, -1.107, -1.214)  0.35
H (2.139, -2.709, -0.946)  0.30
H (2.247, -1.551, 0.508)  0.26

Forces on atoms 1 to 6 (eV/Å):
-1.12 -1.78 0.97
2.51 2.07 0.15
0.04 1.30 0.06
-1.94 -0.87 -0.59
0.91 2.78 0.29
0.37 0.73 -1.18

Calculated values
gap between HOMO and LUMO: 10.16 eV
structure (SMILES): CC/C(C)=N\O[Si@@](C)(OC)O/N=C(\C)CC
LUMO: 0.83 eV

Record 4
Molecular formula: C10H22N2O5
Method: DFT, ωB97M-V/def2-TZVPD

Each line ends with the Mulliken charge.
Geometry (Å):
C (0.077, -0.745, 3.418)  0.28
C (0.262, -0.619, 4.959)  0.27
C (-0.175, 0.639, 2.740)  -1.64
C (-0.193, 0.524, 1.204)  1.55
C (-0.514, 1.898, 0.615)  -2.51
C (1.088, 0.029, 0.569)  -0.90
C (0.649, -0.013, -3.316)  -0.04
C (-0.184, -0.387, -2.092)  0.33
C (-0.032, 1.181, -3.992)  0.04
C (1.078, 1.899, -4.894)  -1.49
H (-1.919, -1.289, 3.455)  0.24
H (-1.046, -2.104, 2.356)  0.22
H (0.896, -1.166, 2.985)  0.45
H (0.635, 1.256, 3.063)  0.44
H (-1.018, 1.123, 3.101)  0.56
H (-0.998, -0.155, 0.992)  -0.02
H (-0.958, 1.984, -0.196)  0.94
H (-1.189, 2.323, 1.288)  0.52
H (0.329, 2.511, 0.615)  0.43
H (1.440, -0.943, 0.891)  0.29
H (1.012, -0.061, -0.447)  -0.06
H (1.854, 0.748, 0.757)  0.41
H (-0.912, -2.080, 4.992)  0.44
H (0.150, -1.694, -4.257)  0.22
H (1.743, -1.526, -4.168)  0.30
H (1.630, 0.275, -2.993)  0.64
H (-0.388, 1.905, -3.277)  0.39
H (-0.947, 0.129, -5.202)  0.39
H (0.873, 2.772, -5.315)  0.50
H (1.594, 1.278, -5.633)  0.30
H (1.786, 2.084, -4.089)  0.33
H (-1.140, -1.744, -1.259)  0.40
N (-1.028, -1.682, 3.286)  -0.75
N (0.862, -1.039, -4.354)  -0.75
O (0.977, 0.200, 5.479)  -0.57
O (-0.494, -1.504, 5.642)  -0.53
O (-0.590, 0.560, -1.414)  -0.53
O (-1.211, 0.800, -4.663)  -0.57
O (-0.507, -1.684, -1.975)  -0.52

Forces on atoms 1 to 6 (eV/Å):
-3.32 2.00 1.80
0.21 0.23 -0.35
2.46 -1.97 -0.65
-0.03 0.58 0.05
2.53 -1.17 7.48
0.46 -0.58 2.42

Calculated values
gap between HOMO and LUMO: 9.83 eV
structure (SMILES): C[C@@H](O)[C@H](N)C(=O)O.CC(C)C[C@H](N)C(=O)O
LUMO: 0.08 eV

Number 1: HOMO energy -3.2 eV. Number 2: HOMO energy -4.0 eV. Number 3: HOMO energy -9.3 eV. Number 4: HOMO energy -9.8 eV.